Entry 1:
17
Properties=species:S:1:pos:R:3:forces:R:3:lowdin_charge:R:1 method="wB97M-V/def2-TZVPD" total_charge=0 spin_multiplicity=1 homo_energy_ev="-7.53 / -6.51"
C 0.734951 -1.413819 -0.232062 -3.2 0.0 4.3 -0.19
C 1.490107 -0.249012 -0.563410 0.2 2.2 1.4 -0.19
C -0.806267 0.359045 0.257138 1.4 -1.7 -2.3 -0.18
C -1.671424 1.208177 -0.563433 -2.5 -0.8 2.7 -0.12
N -0.697351 -0.924275 -0.409652 1.5 -1.0 0.3 -0.21
N 2.550387 0.192760 0.177959 1.1 1.0 0.4 0.05
O -1.722817 -1.838441 0.173341 0.1 0.2 -2.3 -0.09
H 0.912776 -2.329934 -0.671643 0.4 -1.8 -1.7 0.08
H 0.873833 -1.681201 0.886045 0.0 0.6 -1.2 0.14
H 1.379183 0.163427 -1.495531 -0.2 0.9 -2.2 0.09
H -1.020113 0.263603 1.287895 0.1 0.1 1.3 0.09
H -2.058025 1.954348 0.086126 -0.1 1.5 0.3 0.05
H -2.634466 0.659166 -0.739311 0.8 0.1 -0.7 0.10
H -1.198557 1.601805 -1.384148 0.7 0.8 -2.2 0.04
H -2.223275 -2.001756 -0.682627 0.6 0.0 1.8 0.11
H 3.015403 1.164045 0.062415 -1.6 -2.5 0.2 0.15
H 2.457367 -0.156217 1.126383 0.6 0.5 0.0 0.09



Entry 2:
11
Properties=species:S:1:pos:R:3:forces:R:3:lowdin_charge:R:1 method="wB97M-V/def2-TZVPD" smiles="C1=NS[C@@H]2C[C@@H]12" total_charge=0 spin_multiplicity=1 homo_energy_ev=-8.82
C -2.057579 -0.257251 0.001069 0.5 -0.8 -1.6 -0.05
C -0.603995 -0.688151 0.400306 -1.8 1.0 0.7 -0.56
C 0.268047 1.483837 0.090428 -1.2 0.2 0.3 -0.24
C -0.917518 0.630945 -0.344245 0.5 0.1 0.7 -0.30
H -2.472990 -0.742541 -0.899872 0.1 0.5 0.5 0.11
H -2.816323 -0.093567 0.748479 0.4 -0.1 0.6 0.10
H -0.578017 -0.448210 1.465721 0.2 -0.1 0.0 0.09
H 0.329186 2.555191 0.261710 -0.2 0.0 -0.2 0.11
H -0.702144 0.488845 -1.387529 0.0 -0.2 -0.7 0.11
N 1.342730 0.825283 0.102455 1.2 -0.9 -0.1 -0.25
S 1.044215 -0.909561 -0.111940 0.4 0.4 -0.2 0.89